Entry 1:
C6H6N4O as an isolated structure in a non-equilibrium geometry. Source: the OMol25 dataset; level of theory: ωB97M-V with the def2-TZVPD basis set.

```
17
Properties=species:S:1:pos:R:3:forces:R:3
C -1.89847 2.52031 -0.43068 -0.59 1.81 5.60
C -1.04711 1.26809 -0.16760 -2.05 13.48 4.48
C 0.15277 -0.41369 -0.23939 3.59 0.15 2.59
C 0.73773 -1.66618 -0.36581 -1.01 -0.11 -0.08
C 2.21752 -1.07797 1.22636 3.52 3.01 1.65
C 0.72686 0.49135 0.70556 -2.79 -2.24 -2.67
H -1.16992 3.66825 -0.23846 -2.79 -3.99 -1.17
H -2.80078 2.36525 -0.98193 0.38 0.45 -1.69
H -2.89562 2.60336 0.71686 3.29 -0.17 -2.52
H -0.85492 -2.37449 -1.52850 4.05 -0.92 1.01
H 0.54539 -3.74047 -1.16543 -1.21 5.02 0.07
H 3.48708 -1.12028 1.83568 -4.54 -0.49 -1.92
N -0.86067 0.27434 -0.67862 -3.90 -11.97 -10.08
N 0.23861 -2.57726 -1.22710 -3.05 -4.17 -1.61
N 1.79955 -1.99071 0.39085 0.61 0.49 0.57
N 1.68380 0.21455 1.43466 5.00 -2.43 3.03
O -0.06181 1.55555 0.71354 1.48 2.08 2.72
```
Positions in Å, forces in eV/Å.

As for the orbital gap: 8.95 eV. The calculation puts the HOMO energy at -8.48 eV. The value obtained for the total energy is -14320.9543 eV. The molecular weight is 150.141 g mol⁻¹. As for the energy relative to the best compared isomer or geometry (same formula, charge and spin): 6.562 eV.

***

Entry 2:
C6H6N4S4SbSe3TcTe as an isolated structure. Source: the OMol25 dataset; level of theory: ωB97M-V with the def2-TZVPD basis set.

```
26
Properties=species:S:1:pos:R:3:forces:R:3
Tc -0.10557 0.20076 0.86345 0.16 -0.14 0.57
N 0.45093 -2.75112 -2.02464 -0.02 0.13 -0.19
C 0.52933 -3.67422 -1.01893 -0.02 -0.03 0.20
C 0.39463 -2.97920 0.15009 -0.03 -0.15 -0.08
N 0.23598 -1.65532 -0.14194 0.00 0.21 -0.11
C 0.27188 -1.54067 -1.46353 0.06 -0.29 0.19
C 0.13720 -0.20450 -1.99537 -0.04 0.24 -0.08
N -0.01094 0.78796 -1.11128 0.12 -0.17 0.13
C -0.08342 1.96287 -1.82328 0.03 0.09 -0.17
C 0.01474 1.67376 -3.14506 -0.02 0.01 0.11
N 0.15067 0.29993 -3.23011 0.03 -0.10 -0.03
H 0.50998 -2.96596 -3.00768 0.00 0.01 0.00
H 0.66478 -4.72352 -1.21373 0.00 0.01 0.00
H 0.38672 -3.34922 1.16056 0.01 0.00 -0.01
H -0.19929 2.91479 -1.33798 -0.01 0.01 0.00
H 0.00019 2.30100 -4.01860 0.00 -0.02 0.00
H 0.24698 -0.21717 -4.09066 0.00 0.01 0.00
Se 1.56982 -0.29885 2.53777 -0.45 0.22 -0.61
Se 3.63580 -1.15903 5.37023 -0.04 0.10 -0.03
Te 3.17916 1.09132 5.55903 0.08 -0.04 0.12
Se 1.73715 1.74157 3.68411 0.07 -0.10 -0.02
S -2.08804 3.43009 0.75737 -0.04 -0.01 0.03
Sb -4.11885 4.15191 2.09307 -0.02 0.03 -0.07
S -1.23944 2.08284 2.04208 -0.05 0.04 0.09
S -2.09088 0.22845 1.73446 0.10 -0.06 -0.06
S -4.17953 2.65153 3.67055 0.04 0.00 0.00
```
Positions in Å, forces in eV/Å.

As for the orbital gap (spin up / spin down): 5.21 / 5.20 eV. The calculation puts the HOMO energy (spin up / spin down) at -13.82 / -13.82 eV. The value obtained for the total energy is -267676.2683 eV. Its charge is +2. The molecular weight is 846.650 g mol⁻¹. As for the energy relative to the best compared isomer or geometry (same formula, charge and spin): 0.808 eV.

***

Entry 3:
One molecule with the formula C6H6NO2P in a non-equilibrium geometry. Source: the OMol25 dataset; level of theory: ωB97M-V with the def2-TZVPD basis set.

```
16
Properties=species:S:1:pos:R:3:forces:R:3
C -1.47557 -1.02216 -1.41836 1.24 -2.11 -0.90
C -2.24405 -0.09719 -0.81014 -2.09 2.96 -0.18
C -0.18546 -1.30284 -0.93249 -1.67 -0.60 -0.04
C -1.79448 0.67574 0.24209 -1.47 0.87 1.09
C 0.18214 -0.66486 0.18687 3.50 0.80 1.09
C -0.57203 0.36069 0.81873 1.99 1.42 2.35
N 2.92650 1.02002 0.78970 2.66 3.27 -1.13
O 1.51361 -0.86170 0.60027 -3.37 -0.90 -1.27
O -0.03594 1.02701 1.82211 -2.43 -1.01 -2.54
P 2.09501 0.02981 1.82828 2.35 -0.54 2.41
H -1.99581 -1.50209 -2.25461 0.94 -0.22 0.13
H -3.14843 0.14468 -1.40214 0.25 0.04 1.07
H 0.50710 -2.07294 -1.13210 0.34 -0.84 -1.36
H -2.26588 1.52125 0.81686 -0.14 -0.98 -1.24
H 3.67411 1.75362 1.07908 -2.10 -2.03 -0.46
H 2.81918 0.99094 -0.23416 0.01 -0.13 0.99
```
Positions in Å, forces in eV/Å.

As for the orbital gap (spin up / spin down): 5.85 / 6.75 eV. The calculation puts the HOMO energy (spin up / spin down) at -5.09 / -9.15 eV. As for the spin multiplicity: 3. The value obtained for the total energy is -21189.9021 eV. The molecular weight is 155.093 g mol⁻¹. As for the energy relative to the best compared isomer or geometry (same formula, charge and spin): 0.000 eV.

***

Entry 4:
A 2-piece molecular cluster, C6H6NO2S3 overall in a non-equilibrium geometry. Source: the OMol25 dataset; level of theory: ωB97M-V with the def2-TZVPD basis set.

```
18
Properties=species:S:1:pos:R:3:forces:R:3
C 2.39132 -0.65650 0.12704 -1.14 1.20 0.68
C 2.55906 0.55784 0.76482 -0.40 -1.35 -1.53
C 0.56339 0.27358 -0.59389 1.03 0.65 1.00
C -1.79669 0.29204 -0.02697 -1.37 0.33 -1.59
C -0.71372 0.49280 -1.14622 -2.73 2.68 0.11
C -4.47478 0.09645 0.05696 0.99 -1.23 -0.38
N 1.19321 -0.85850 -0.54932 1.47 0.59 0.14
O -1.78790 -0.98372 0.49659 0.24 2.95 3.37
O -1.85813 1.33840 0.85411 1.19 -1.23 2.12
S 1.24979 1.58418 0.38186 -0.25 -0.55 -0.42
S -5.15374 1.35686 -0.62280 -0.41 0.65 -0.03
S -4.46200 -1.38625 0.67715 -0.73 0.58 -0.02
H 3.08424 -1.44224 0.09893 0.95 -0.91 0.23
H 3.44630 0.96186 1.16277 0.79 0.11 0.67
H -0.84616 1.50946 -1.60780 0.20 -0.45 1.07
H -0.94780 -0.04473 -1.99788 -0.26 -2.06 -1.44
H -1.42354 1.03942 1.72291 -0.61 0.63 -1.31
H -1.53104 -1.49740 -0.19986 1.03 -2.59 -2.69
```
Positions in Å, forces in eV/Å.

As for the orbital gap (spin up / spin down): 5.22 / 4.17 eV. The calculation puts the HOMO energy (spin up / spin down) at -2.45 / -1.40 eV. The value obtained for the total energy is -44407.7475 eV. Its charge is -1. The molecular weight is 220.320 g mol⁻¹. As for the energy relative to the best compared isomer or geometry (same formula, charge and spin): 2.955 eV.

***

Entry 5:
A 2-piece molecular cluster, C6H6O overall in a non-equilibrium geometry. Source: the OMol25 dataset; level of theory: ωB97M-V with the def2-TZVPD basis set.

```
13
Properties=species:S:1:pos:R:3:forces:R:3
C 1.76414 -1.68982 0.08294 -0.50 -0.98 -0.19
C 1.25940 -0.78985 -0.53780 1.55 -0.31 -0.01
C -1.30072 -0.35237 0.30332 -0.05 -2.30 -0.13
C -0.74192 0.80508 0.14893 1.26 2.09 -1.65
C 0.84786 0.30811 -1.31366 -2.83 1.49 2.03
C -1.46631 1.92221 1.03676 1.72 -1.43 -1.63
O -1.72762 3.07259 0.91474 0.19 -0.13 -0.21
H 1.98235 -2.68358 0.43525 0.19 0.60 0.15
H -0.92121 -1.20704 -0.25314 -0.30 0.02 0.08
H -2.03922 -0.64175 1.02738 -0.51 0.36 0.34
H 1.52691 1.20994 -1.21318 -1.12 -1.19 -1.01
H 0.18225 -0.06120 -2.16753 1.33 1.46 0.86
H -1.67120 1.24820 1.85403 -0.93 0.32 1.37
```
Positions in Å, forces in eV/Å.

As for the orbital gap: 8.71 eV. The calculation puts the HOMO energy at -8.92 eV. The value obtained for the total energy is -8360.0013 eV. The molecular weight is 94.113 g mol⁻¹. As for the energy relative to the best compared isomer or geometry (same formula, charge and spin): 6.505 eV.

***

Entry 6:
One molecule with the formula C6H6O. Source: the OMol25 dataset; level of theory: ωB97M-V with the def2-TZVPD basis set.

```
13
Properties=species:S:1:pos:R:3:forces:R:3
O -0.13595 -1.03522 1.87972 -0.17 -0.06 -0.11
C 0.49896 -0.03062 1.15248 0.10 0.26 -0.01
C 1.13119 -0.72539 -0.36532 0.02 -0.07 -0.15
C 0.18013 -0.53658 -1.38217 -0.30 0.36 0.20
C -0.81618 0.18990 -1.62849 0.33 -0.38 -0.12
C -0.33270 1.07076 0.80715 -0.16 -0.12 -0.45
C -1.02855 1.38247 -0.19888 0.21 0.09 0.45
H -1.06815 -1.03373 1.61848 0.16 -0.06 0.07
H 1.43856 0.19698 1.65981 -0.08 0.02 -0.19
H 1.29302 -1.75261 -0.03264 -0.12 0.14 0.04
H 2.08850 -0.24014 -0.59268 -0.18 -0.06 0.12
H -1.57337 0.34917 -2.37916 0.13 0.13 0.18
H -1.68842 2.17527 -0.51769 0.06 -0.23 -0.04
```
Positions in Å, forces in eV/Å.

As for the orbital gap (spin up / spin down): 8.44 / 8.44 eV. The calculation puts the HOMO energy (spin up / spin down) at -8.46 / -8.46 eV. The value obtained for the total energy is -8360.9910 eV. The molecular weight is 94.113 g mol⁻¹. As for the energy relative to the best compared isomer or geometry (same formula, charge and spin): 5.515 eV.

***

Entry 7:
One molecule with the formula C6H6O. Source: the OMol25 dataset; level of theory: ωB97M-V with the def2-TZVPD basis set.

```
13
Properties=species:S:1:pos:R:3:forces:R:3
O -2.93558 1.22264 -0.10164 0.01 -0.05 0.27
C -2.09027 0.54008 -0.92853 0.24 -0.24 -0.21
C -1.21566 -0.36040 -0.55981 -0.04 0.11 0.02
C -0.26799 -1.16728 -0.13310 -0.07 0.07 -0.02
C 1.03141 -0.64995 0.24436 0.20 -0.04 0.12
C 2.19575 -0.75582 0.80588 -0.19 -0.17 -0.05
C 1.85510 0.59916 0.25653 0.02 0.34 -0.08
H -2.73664 0.96756 0.80999 -0.09 0.08 -0.11
H -2.23236 0.82158 -1.96756 0.05 -0.08 0.11
H -0.44189 -2.23877 -0.03158 0.01 0.16 -0.01
H 2.92915 -1.33806 1.34176 -0.12 0.07 -0.10
H 1.58844 1.41546 0.93556 0.05 -0.15 -0.07
H 2.32055 0.94379 -0.67187 -0.07 -0.08 0.14
```
Positions in Å, forces in eV/Å.

As for the orbital gap: 9.33 eV. The calculation puts the HOMO energy at -8.80 eV. The value obtained for the total energy is -8362.2691 eV. The SMILES is OC=C=CC1=CC1. The molecular weight is 94.113 g mol⁻¹. As for the energy relative to the best compared isomer or geometry (same formula, charge and spin): 4.237 eV.

***

Entry 8:
C6H6O as an isolated structure in a non-equilibrium geometry. Source: the OMol25 dataset; level of theory: ωB97M-V with the def2-TZVPD basis set.

```
13
Properties=species:S:1:pos:R:3:forces:R:3
C 2.60214 -0.39592 0.63877 -0.39 0.02 -0.10
C 1.43603 -0.22547 0.38915 0.81 0.14 -0.14
C 0.11531 0.12312 -0.00380 0.16 0.10 -0.12
C -0.89904 0.71023 0.97071 0.12 0.06 -0.01
C -1.16337 -0.59370 0.29531 -0.06 -0.34 0.37
O -1.72525 -0.36122 -0.98739 0.09 -0.07 0.01
C -0.43985 0.12760 -1.43298 0.28 0.25 -0.28
H 3.64155 -0.51438 0.83588 -0.09 -0.09 0.06
H -1.38967 1.62072 0.62486 -0.33 -0.46 0.12
H -0.65804 0.70395 2.03551 0.25 -0.12 -0.47
H -1.05612 -1.61512 0.65721 -0.90 0.30 0.40
H -0.00935 -0.66482 -2.05725 0.32 0.34 0.15
H -0.45434 1.08500 -1.96597 -0.26 -0.14 0.01
```
Positions in Å, forces in eV/Å.

As for the orbital gap: 10.24 eV. The calculation puts the HOMO energy at -9.20 eV. The value obtained for the total energy is -8362.2556 eV. The molecular weight is 94.113 g mol⁻¹. As for the energy relative to the best compared isomer or geometry (same formula, charge and spin): 4.250 eV.

***

Entry 9:
One molecule with the formula C6H6O in a non-equilibrium geometry. Source: the OMol25 dataset; level of theory: ωB97M-V with the def2-TZVPD basis set.

```
13
Properties=species:S:1:pos:R:3:forces:R:3
O 0.11686 -1.80459 1.73506 0.14 0.10 0.23
C 0.36145 -1.14017 0.53510 -0.16 -0.28 -0.37
C -0.86074 -0.68204 -0.30985 -0.21 -0.21 -0.06
C -0.16971 0.62988 -0.59847 0.81 0.31 0.59
C -0.11731 1.75897 -1.29755 0.20 -0.28 0.31
C 0.89818 0.27004 0.52278 -0.20 0.52 -0.53
C 1.65741 1.26105 0.83683 -0.09 -0.52 0.47
H -0.04429 -1.16376 2.43493 -0.08 0.04 -0.03
H 1.02750 -1.77951 -0.05028 -0.09 0.05 0.01
H -1.71597 -0.51023 0.35255 0.02 -0.09 -0.12
H -1.14372 -1.34210 -1.13088 -0.06 0.21 -0.03
H -0.70639 2.15166 -2.12073 -0.21 -0.50 0.25
H 0.69674 2.35079 -0.90949 -0.08 0.67 -0.72
```
Positions in Å, forces in eV/Å.

As for the orbital gap: 8.87 eV. The calculation puts the HOMO energy at -9.35 eV. The value obtained for the total energy is -8360.6973 eV. The molecular weight is 94.113 g mol⁻¹. As for the energy relative to the best compared isomer or geometry (same formula, charge and spin): 5.809 eV.

***

Entry 10:
One molecule with the formula C6H6O. Source: the OMol25 dataset; level of theory: ωB97M-V with the def2-TZVPD basis set.

```
13
Properties=species:S:1:pos:R:3:forces:R:3
O -1.10470 0.48431 2.75233 0.06 -0.24 0.04
C -1.34793 0.97177 1.50101 -0.11 0.08 -0.37
C -1.35353 0.25449 0.40534 0.12 0.02 0.12
C -1.04219 -0.48319 -0.63924 -0.01 0.06 0.11
C 0.34415 -0.51468 -1.06082 0.19 -0.10 -0.13
C 1.38180 -1.02941 -1.64322 -0.25 -0.06 -0.03
C 1.62878 0.21900 -0.84569 0.17 0.27 0.15
H -0.82107 -0.43645 2.65920 -0.07 0.14 0.12
H -1.56411 2.03532 1.51468 -0.04 -0.14 -0.05
H -1.77624 -1.08446 -1.17433 0.11 0.08 0.12
H 1.83383 -1.81266 -2.23112 -0.09 0.13 0.05
H 2.13083 0.16633 0.12631 -0.08 -0.06 -0.17
H 1.77812 1.17501 -1.35667 0.01 -0.17 0.05
```
Positions in Å, forces in eV/Å.

As for the orbital gap: 9.39 eV. The calculation puts the HOMO energy at -8.81 eV. The value obtained for the total energy is -8362.1962 eV. The SMILES is OC=C=CC1=CC1. The molecular weight is 94.113 g mol⁻¹. As for the energy relative to the best compared isomer or geometry (same formula, charge and spin): 4.310 eV.